{
  "formula": "C39H31Cl5P2SrTe",
  "method": "ωB97M-V/def2-TZVPD",
  "e_above_lowest_ev": 1.438,
  "lumo_ha": -0.006,
  "energy_ev": -130265.617,
  "homo_lumo_gap_ev": 6.94,
  "homo_energy_ev": -7.108,
  "multiplicity": 1,
  "elements": ["Sr", "C", "C", "P", "C", "C", "C", "C", "C", "C", "C", "C", "C", "C", "C", "C", "C", "P", "C", "C", "C", "C", "C", "C", "C", "C", "C", "C", "C", "C", "H", "H", "H", "H", "H", "H", "H", "H", "H", "H", "H", "H", "H", "H", "H", "H", "H", "H", "H", "H", "H", "H", "H", "H", "H", "H", "Cl", "C", "C", "C", "Cl", "C", "Cl", "C", "Cl", "C", "Cl", "Te", "C", "C", "C", "C", "C", "C", "H", "H", "H", "H", "H"],
  "positions_angstrom": [[-1.869, -0.448, 1.025], [2.289, -1.700, -1.155], [2.372, -1.550, 0.367], [1.687, 0.085, 0.900], [1.668, -0.079, 2.727], [1.836, -1.285, 3.406], [1.758, -1.336, 4.793], [1.509, -0.182, 5.519], [1.338, 1.025, 4.854], [1.415, 1.074, 3.474], [3.155, 1.125, 0.608], [4.158, 1.319, 1.554], [5.288, 2.055, 1.229], [5.432, 2.596, -0.042], [4.436, 2.411, -0.989], [3.298, 1.688, -0.660], [0.887, -2.122, -1.613], [0.264, -1.676, -3.330], [1.629, -0.669, -4.008], [1.449, 0.633, -4.464], [2.497, 1.329, -5.057], [3.735, 0.726, -5.213], [3.916, -0.587, -4.795], [2.869, -1.279, -4.210], [-0.940, -0.385, -2.851], [-0.606, 0.687, -2.014], [-1.549, 1.642, -1.666], [-2.849, 1.542, -2.166], [-3.186, 0.493, -3.002], [-2.239, -0.473, -3.334], [3.003, -2.463, -1.474], [2.618, -0.775, -1.632], [3.407, -1.605, 0.716], [1.819, -2.359, 0.839], [2.034, -2.202, 2.866], [1.906, -2.279, 5.302], [1.446, -0.223, 6.599], [1.122, 1.929, 5.409], [1.278, 2.024, 2.971], [4.060, 0.897, 2.546], [6.060, 2.203, 1.973], [6.316, 3.168, -0.289], [4.536, 2.832, -1.980], [2.516, 1.567, -1.403], [0.134, -1.704, -0.939], [0.796, -3.205, -1.512], [0.485, 1.118, -4.358], [2.339, 2.343, -5.400], [4.552, 1.269, -5.671], [4.871, -1.077, -4.936], [3.020, -2.309, -3.909], [0.402, 0.773, -1.631], [-1.280, 2.463, -1.016], [-3.589, 2.284, -1.893], [-4.189, 0.418, -3.400], [-2.510, -1.295, -3.984], [-4.687, -1.465, -0.924], [-3.738, -2.932, -0.618], [-2.572, -2.765, 0.090], [-1.873, -3.917, 0.352], [-0.385, -3.743, 1.315], [-2.261, -5.184, -0.068], [-1.324, -6.580, 0.297], [-3.444, -5.296, -0.802], [-3.969, -6.836, -1.354], [-4.203, -4.156, -1.080], [-5.669, -4.283, -1.972], [-1.753, 2.411, 2.181], [-3.702, 2.778, 2.924], [-4.486, 3.791, 2.372], [-5.740, 4.079, 2.896], [-6.232, 3.361, 3.976], [-5.461, 2.350, 4.529], [-4.205, 2.062, 4.008], [-4.115, 4.355, 1.527], [-6.333, 4.871, 2.455], [-7.209, 3.587, 4.384], [-5.831, 1.784, 5.375], [-3.608, 1.276, 4.456]]
}


{
  "formula": "C17H21Cl2NO4PtS2",
  "method": "ωB97M-V/def2-TZVPD",
  "e_above_lowest_ev": 0.815,
  "total_charge": -2,
  "lumo_ha": [0.171, 0.146],
  "energy_ev": -77607.738,
  "homo_lumo_gap_ev": [5.07, 5.84],
  "homo_energy_ev": [-0.412, -1.874],
  "multiplicity": 5,
  "elements": ["C", "C", "C", "C", "C", "C", "C", "C", "C", "C", "Pt", "Cl", "Cl", "O", "H", "H", "H", "H", "H", "H", "H", "H", "H", "H", "H", "H", "H", "H", "H", "H", "O", "H", "O", "S", "O", "N", "C", "S", "C", "C", "C", "C", "C", "C", "H", "H", "H", "H"],
  "positions_angstrom": [[-1.070, -2.157, -1.264], [-1.361, -2.565, 0.125], [-0.099, -2.871, 0.767], [-2.711, -2.912, 0.611], [0.944, -2.666, -0.137], [0.393, -2.187, -1.367], [1.102, -1.901, -2.520], [-1.971, -2.324, -2.434], [-0.020, -3.436, 2.127], [2.380, -3.005, 0.071], [-1.378, -0.304, 0.094], [-1.777, 0.217, 2.122], [-3.479, 0.154, -0.824], [0.598, 0.262, -0.148], [-3.437, -2.288, 0.099], [-2.794, -2.693, 1.683], [-2.941, -3.973, 0.442], [-0.656, -2.884, 2.834], [1.002, -3.418, 2.505], [-0.367, -4.483, 2.141], [2.667, -2.884, 1.126], [3.034, -2.369, -0.545], [2.592, -4.048, -0.203], [2.138, -1.592, -2.449], [0.485, -0.572, -3.193], [0.909, -2.489, -3.413], [-2.992, -2.008, -2.210], [-1.999, -3.381, -2.726], [-1.610, -1.738, -3.261], [0.926, 0.287, 0.771], [0.792, 0.093, -3.963], [0.382, 0.711, -3.287], [-1.418, 4.833, 3.286], [-1.355, 3.837, 2.180], [-2.501, 3.587, 1.413], [-0.573, 2.468, 2.641], [0.752, 2.396, 2.345], [1.750, 1.200, 2.954], [1.111, 3.457, 1.400], [2.217, 3.572, 0.535], [2.304, 4.642, -0.333], [1.252, 5.581, -0.420], [0.090, 5.421, 0.359], [0.017, 4.327, 1.219], [2.952, 2.765, 0.589], [3.162, 4.773, -0.951], [1.313, 6.445, -1.105], [-0.755, 6.123, 0.317]]
}


{
  "formula": "C15H19ClOTi",
  "method": "ωB97M-V/def2-TZVPD",
  "e_above_lowest_ev": 2.372,
  "total_charge": 2,
  "lumo_ha": [-0.384, -0.384],
  "energy_ev": -53529.513,
  "homo_lumo_gap_ev": [4.82, 4.82],
  "homo_energy_ev": [-15.263, -15.263],
  "multiplicity": 1,
  "elements": ["C", "C", "C", "C", "Cl", "H", "H", "H", "H", "H", "H", "H", "H", "H", "C", "C", "C", "H", "C", "C", "H", "H", "H", "H", "C", "C", "C", "H", "C", "C", "H", "H", "H", "H", "Ti", "O", "C"],
  "positions_angstrom": [[2.621, -1.864, -3.028], [2.224, -3.315, -3.192], [2.349, -1.056, -4.279], [4.054, -1.717, -2.559], [1.539, -1.156, -1.683], [2.964, -1.437, -5.096], [2.592, -0.007, -4.131], [1.305, -1.130, -4.576], [2.835, -3.771, -3.972], [1.180, -3.407, -3.479], [2.378, -3.871, -2.271], [4.725, -2.120, -3.319], [4.222, -2.261, -1.633], [4.310, -0.673, -2.398], [-3.813, 0.455, 1.955], [-3.442, 1.248, 0.842], [-2.705, 0.439, -0.061], [-3.682, 2.288, 0.701], [-2.631, -0.860, 0.489], [-3.312, -0.848, 1.734], [-3.447, -1.687, 2.396], [-4.401, 0.775, 2.798], [-2.301, 0.750, -1.010], [-2.153, -1.710, 0.033], [0.286, 1.774, 3.549], [-0.836, 2.628, 3.443], [-0.889, 3.097, 2.108], [-1.506, 2.899, 4.241], [0.193, 2.526, 1.389], [0.922, 1.712, 2.284], [1.807, 1.146, 2.051], [0.613, 1.270, 4.442], [-1.625, 3.773, 1.707], [0.431, 2.703, 0.354], [-1.336, 0.669, 1.998], [-3.060, 1.533, 4.574], [-2.408, 1.206, 3.599]]
}


{
  "formula": "C3H4OS",
  "method": "ωB97M-V/def2-TZVPD",
  "e_above_lowest_ev": 0.470,
  "lumo_ha": 0.023,
  "energy_ev": -16057.640,
  "homo_lumo_gap_ev": 10.05,
  "homo_energy_ev": -9.429,
  "multiplicity": 1,
  "elements": ["C", "C", "C", "H", "H", "H", "H", "O", "S"],
  "positions_angstrom": [[-1.171, -0.507, -0.002], [-0.257, 0.656, -0.222], [1.042, -0.145, 0.203], [-0.587, 1.658, 0.190], [-0.143, 0.848, -1.284], [1.217, -0.023, 1.358], [2.020, -0.009, -0.233], [-2.305, -0.797, 0.115], [0.184, -1.682, -0.125]]
}


{
  "formula": "C4H5O3S",
  "method": "ωB97M-V/def2-TZVPD",
  "e_above_lowest_ev": 5.935,
  "total_charge": -1,
  "lumo_ha": [0.122, 0.124],
  "energy_ev": -21202.426,
  "homo_lumo_gap_ev": [8.19, 8.41],
  "homo_energy_ev": [-4.866, -5.039],
  "multiplicity": 1,
  "elements": ["C", "C", "C", "C", "O", "O", "O", "S", "H", "H", "H", "H", "H"],
  "positions_angstrom": [[-2.468, -0.610, 0.547], [-0.026, 0.973, -0.801], [-1.379, -1.136, 0.895], [0.700, 0.140, -0.125], [2.720, -0.239, 1.363], [2.805, 1.422, -0.525], [2.810, -0.942, -1.062], [2.427, 0.054, -0.067], [-3.520, -0.912, 0.626], [-2.406, 0.333, -0.078], [0.307, 1.892, -1.230], [-1.105, 0.953, -0.915], [-0.865, -1.927, 1.371]]
}


{
  "formula": "C6H5N2O2P",
  "method": "ωB97M-V/def2-TZVPD",
  "lumo_ha": [-0.017, -0.067],
  "energy_ev": -22659.117,
  "homo_lumo_gap_ev": [6.75, 7.21],
  "homo_energy_ev": [-7.226, -9.033],
  "multiplicity": 3,
  "elements": ["C", "C", "C", "C", "C", "C", "N", "N", "O", "O", "P", "H", "H", "H", "H", "H"],
  "positions_angstrom": [[1.511, -0.669, -0.742], [0.785, 0.200, -1.611], [1.130, -0.986, 0.514], [0.117, 1.262, -1.129], [-0.698, 0.334, 0.826], [-1.935, 1.005, 0.940], [0.028, -0.543, 1.187], [-1.921, 2.367, 0.346], [-2.862, 3.116, 0.502], [-0.740, 3.929, -1.418], [-1.034, 2.533, -1.094], [2.335, -1.188, -1.289], [0.838, 0.119, -2.714], [1.712, -1.687, 0.980], [-2.684, 0.332, 0.253], [-2.273, 1.141, 2.092]]
}


{
  "formula": "C23H27N7O3",
  "method": "ωB97M-V/def2-TZVPD",
  "e_above_lowest_ev": 3.359,
  "lumo_ha": 0.005,
  "energy_ev": -40861.136,
  "homo_lumo_gap_ev": 8.16,
  "smiles": "CCOc1ccc2[nH]c(=O)c([C@@H](c3nnnn3Cc3ccco3)N3CCN(C)CC3)cc2c1",
  "homo_energy_ev": -8.026,
  "multiplicity": 1,
  "elements": ["C", "C", "O", "C", "C", "C", "C", "N", "C", "O", "C", "C", "C", "N", "N", "N", "N", "C", "C", "C", "C", "C", "O", "N", "C", "C", "N", "C", "C", "C", "C", "C", "C", "H", "H", "H", "H", "H", "H", "H", "H", "H", "H", "H", "H", "H", "H", "H", "H", "H", "H", "H", "H", "H", "H", "H", "H", "H", "H", "H"],
  "positions_angstrom": [[-5.683, -3.193, -0.928], [-6.121, -1.746, -1.136], [-6.074, -0.984, 0.055], [-4.878, -0.566, 0.543], [-4.942, 0.078, 1.792], [-3.812, 0.564, 2.400], [-2.569, 0.424, 1.776], [-1.417, 0.886, 2.356], [-0.156, 0.794, 1.819], [0.808, 1.222, 2.437], [-0.091, 0.160, 0.503], [1.293, 0.119, -0.105], [1.584, -1.155, -0.818], [0.778, -2.132, -1.166], [1.521, -3.024, -1.812], [2.728, -2.651, -1.883], [2.825, -1.471, -1.270], [4.066, -0.752, -1.144], [4.525, -0.714, 0.277], [4.695, 0.326, 1.144], [5.127, -0.246, 2.365], [5.180, -1.588, 2.149], [4.819, -1.881, 0.891], [1.646, 1.211, -1.009], [0.934, 1.304, -2.269], [-0.330, 2.170, -2.230], [-0.004, 3.487, -1.715], [-1.146, 4.372, -1.754], [0.534, 3.359, -0.373], [1.812, 2.519, -0.407], [-1.205, -0.325, -0.089], [-2.490, -0.208, 0.524], [-3.653, -0.700, -0.082], [-4.645, -3.245, -0.609], [-5.795, -3.745, -1.856], [-6.301, -3.658, -0.163], [-7.174, -1.716, -1.431], [-5.529, -1.267, -1.925], [-5.909, 0.177, 2.259], [-3.876, 1.052, 3.361], [-1.475, 1.314, 3.273], [1.998, 0.198, 0.737], [3.920, 0.269, -1.503], [4.787, -1.285, -1.771], [4.538, 1.364, 0.936], [5.357, 0.273, 3.272], [5.446, -2.408, 2.785], [0.681, 0.301, -2.617], [1.628, 1.758, -2.987], [-0.711, 2.279, -3.249], [-1.112, 1.684, -1.620], [-1.489, 4.464, -2.783], [-0.845, 5.355, -1.395], [-1.985, 4.013, -1.134], [0.775, 4.356, 0.002], [-0.202, 2.903, 0.314], [2.190, 2.399, 0.609], [2.554, 3.055, -1.010], [-1.137, -0.831, -1.040], [-3.550, -1.182, -1.041]]
}


{
  "formula": "C24H59B3ClN3O5",
  "method": "ωB97M-V/def2-TZVPD",
  "lumo_ha": 0.014,
  "energy_ev": -55111.350,
  "homo_lumo_gap_ev": 8.32,
  "homo_energy_ev": -7.937,
  "multiplicity": 1,
  "elements": ["C", "C", "C", "Cl", "B", "O", "B", "O", "B", "O", "C", "C", "C", "O", "O", "H", "H", "H", "H", "H", "H", "H", "H", "H", "H", "H", "H", "H", "H", "C", "C", "N", "C", "C", "C", "C", "H", "H", "H", "H", "H", "H", "H", "H", "H", "H", "H", "H", "H", "H", "H", "C", "C", "N", "C", "C", "C", "C", "H", "H", "H", "H", "H", "H", "H", "H", "H", "H", "H", "H", "H", "H", "H", "C", "C", "N", "C", "C", "C", "C", "H", "H", "H", "H", "H", "H", "H", "H", "H", "H", "H", "H", "H", "H", "H"],
  "positions_angstrom": [[9.635, -2.850, 3.718], [9.041, -1.552, 3.095], [7.587, -1.897, 2.594], [7.458, -1.636, 0.788], [6.545, -0.967, 3.388], [6.566, 0.418, 3.064], [5.356, 0.918, 3.613], [4.204, 0.129, 3.356], [4.339, -1.049, 4.113], [3.302, -1.826, 4.592], [2.041, -1.168, 4.545], [1.193, -1.570, 3.308], [0.722, -3.031, 3.483], [1.913, -1.511, 2.089], [5.668, -1.492, 4.369], [9.711, -3.619, 2.933], [8.921, -3.200, 4.480], [10.628, -2.674, 4.158], [9.656, -1.129, 2.292], [8.932, -0.808, 3.904], [7.333, -2.954, 2.754], [5.360, 1.893, 4.282], [1.476, -1.511, 5.431], [2.107, -0.071, 4.659], [0.343, -0.864, 3.227], [0.223, -3.338, 2.549], [0.056, -3.104, 4.353], [1.603, -3.686, 3.579], [2.013, -0.603, 1.816], [-1.178, -3.323, -4.160], [0.040, -3.033, -3.294], [-0.265, -2.943, -1.877], [0.825, -2.393, -1.083], [2.128, -3.191, -1.009], [-0.943, -4.094, -1.300], [-0.255, -5.457, -1.406], [-1.968, -2.591, -3.979], [-0.902, -3.268, -5.214], [-1.581, -4.321, -3.980], [0.454, -2.074, -3.619], [0.811, -3.788, -3.503], [0.470, -2.205, -0.066], [1.061, -1.400, -1.483], [2.034, -4.060, -0.359], [2.916, -2.565, -0.585], [2.471, -3.520, -1.991], [-1.929, -4.175, -1.767], [-1.158, -3.886, -0.248], [0.146, -5.646, -2.403], [-0.979, -6.249, -1.195], [0.551, -5.566, -0.681], [-2.625, 0.114, 0.969], [-3.317, 1.421, 1.322], [-2.650, 2.171, 2.371], [-3.451, 3.265, 2.899], [-3.804, 4.415, 1.953], [-1.246, 2.474, 2.136], [-0.887, 3.265, 0.876], [-2.488, -0.509, 1.855], [-3.233, -0.446, 0.256], [-1.651, 0.279, 0.505], [-4.328, 1.173, 1.661], [-3.437, 2.016, 0.405], [-2.956, 3.674, 3.784], [-4.387, 2.837, 3.274], [-2.951, 5.068, 1.772], [-4.585, 5.033, 2.403], [-4.186, 4.063, 0.993], [-0.696, 1.528, 2.110], [-0.846, 2.997, 3.010], [-1.406, 2.896, -0.011], [0.185, 3.176, 0.681], [-1.100, 4.328, 0.985], [-3.535, 1.685, -6.093], [-4.086, 1.878, -4.687], [-3.390, 2.902, -3.928], [-3.719, 2.893, -2.511], [-5.160, 3.219, -2.109], [-3.318, 4.216, -4.550], [-4.634, 4.908, -4.912], [-2.462, 1.485, -6.067], [-4.025, 0.834, -6.567], [-3.711, 2.557, -6.726], [-3.981, 0.926, -4.159], [-5.166, 2.076, -4.754], [-3.043, 3.572, -1.982], [-3.478, 1.898, -2.122], [-5.374, 4.283, -2.197], [-5.316, 2.950, -1.060], [-5.892, 2.663, -2.696], [-2.720, 4.126, -5.461], [-2.733, 4.879, -3.907], [-5.339, 4.235, -5.403], [-4.437, 5.728, -5.608], [-5.120, 5.345, -4.041]]
}